# 1
The following is a quantum chemistry calculation of C50H45BrCl3F3N9O4S2Zr as an isolated structure at a distorted geometry, from the OMol25 dataset.

Geometry as XYZ:
```
118
Properties=species:S:1:pos:R:3:mulliken_charge:R:1
Zr 0.290 -0.048 0.205 -1.452
F -3.504 0.784 -3.874 -0.210
C -4.084 -0.165 -3.119 0.518
F -4.839 0.453 -2.196 -0.209
F -4.927 -0.842 -3.922 -0.316
C -3.071 -1.089 -2.503 -0.419
C -3.072 -2.431 -2.817 -0.268
C -2.119 -3.275 -2.246 -1.464
C -1.194 -2.720 -1.394 -0.437
N -1.175 -1.419 -1.082 0.768
C -2.097 -0.577 -1.609 1.007
S -1.966 1.040 -1.099 -0.554
H -3.809 -2.822 -3.504 0.549
H -2.104 -4.332 -2.463 0.476
H -0.436 -3.328 -0.912 0.572
Br 7.232 2.733 -3.854 -0.130
C 6.352 1.135 -4.386 -0.318
C 5.690 1.062 -5.601 -0.610
C 5.048 -0.112 -5.954 -0.343
C 5.025 -1.198 -5.080 -0.138
C 5.708 -1.110 -3.862 -0.147
C 6.383 0.048 -3.527 -0.682
N 4.523 -2.443 -5.508 -0.466
N 3.854 -3.175 -4.778 -0.429
C 3.294 -2.737 -3.564 0.119
C 3.430 -3.529 -2.443 -0.474
C 2.847 -3.182 -1.223 -0.719
C 2.029 -2.071 -1.107 0.358
O 1.466 -1.702 0.028 -0.089
C 1.812 -1.284 -2.279 -0.248
N 0.960 -0.230 -2.135 0.843
C 0.693 0.512 -3.184 -0.448
C 1.241 0.258 -4.451 -1.918
C 2.113 -0.783 -4.612 -0.536
C 2.449 -1.591 -3.503 0.670
H 5.682 1.910 -6.271 0.436
H 4.538 -0.187 -6.906 0.447
H 5.753 -1.975 -3.213 0.518
H 6.956 0.111 -2.612 1.373
H 4.047 -4.417 -2.509 0.513
H 3.013 -3.796 -0.346 0.574
H 0.010 1.339 -3.030 0.550
H 0.952 0.877 -5.288 0.491
H 2.525 -1.007 -5.586 0.862
C -1.187 -2.611 3.840 -1.564
C -0.538 -1.728 2.825 0.971
N -1.059 -1.483 1.676 1.009
O -2.314 -2.032 1.495 -0.654
C 0.750 -1.090 3.089 -0.016
C 1.502 -1.243 4.371 -1.815
N 1.186 -0.337 2.130 1.072
O 2.324 0.269 2.183 -0.876
H -2.204 -2.844 3.542 0.476
H -1.183 -2.134 4.814 0.189
H -0.622 -3.543 3.917 0.315
H -2.488 -1.899 0.556 0.190
H 1.037 -1.957 5.044 0.504
H 1.569 -0.274 4.871 0.279
H 2.524 -1.566 4.164 0.286
C 6.240 1.071 -0.684 -1.154
N 5.077 0.999 0.229 0.554
C 5.328 0.045 1.342 -0.734
C 3.787 0.680 -0.493 -0.331
C 2.908 1.907 -0.626 0.092
C 3.493 3.117 -0.997 -0.087
C 2.731 4.269 -1.098 -1.303
C 1.369 4.190 -0.870 -0.961
C 0.794 2.974 -0.526 -0.735
C 1.530 1.787 -0.354 2.504
H 7.104 1.477 -0.162 0.386
H 6.012 1.705 -1.538 0.205
H 6.469 0.071 -1.042 0.529
H 4.927 1.925 0.635 0.591
H 5.477 -0.948 0.919 0.354
H 4.455 0.028 1.992 0.193
H 6.214 0.342 1.899 0.415
H 3.255 -0.047 0.109 0.296
H 4.044 0.239 -1.458 -0.292
H 4.556 3.190 -1.214 0.258
H 3.196 5.211 -1.357 0.411
H 0.755 5.077 -0.968 0.489
H -0.281 2.963 -0.389 0.291
Cl 0.154 -0.372 8.725 -0.213
C -0.867 0.577 7.707 0.224
C -1.868 -0.034 6.971 -1.291
C -2.659 0.730 6.130 0.733
C -2.516 2.112 6.042 -0.144
C -3.453 2.958 5.195 -0.655
C -3.650 2.414 3.764 -0.891
N -2.382 2.238 3.070 0.378
C -1.234 2.982 3.220 -0.713
C -0.309 2.420 2.399 -1.622
N -0.874 1.354 1.734 1.209
C -2.113 1.269 2.179 -0.965
O -4.684 3.240 5.824 -0.539
C -5.566 2.177 6.163 -0.387
C -6.481 1.832 5.023 0.100
C -6.619 0.604 4.449 0.718
Cl -5.789 -0.837 4.882 -0.161
S -7.773 0.588 3.167 -0.168
C -8.074 2.263 3.389 -0.304
C -7.334 2.787 4.396 -0.933
C -1.506 2.698 6.810 0.789
Cl -1.232 4.407 6.784 -0.205
C -0.672 1.943 7.620 -0.821
H -2.039 -1.096 7.072 0.545
H -3.409 0.224 5.536 0.125
H -3.021 3.952 5.106 0.812
H -4.275 3.124 3.220 0.268
H -4.165 1.453 3.777 0.262
H -1.157 3.836 3.868 0.554
H 0.716 2.704 2.236 0.746
H -2.855 0.558 1.853 0.654
H -6.154 2.563 6.996 0.352
H -5.030 1.295 6.513 0.257
H -8.794 2.761 2.761 0.446
H -7.373 3.823 4.702 0.415
H 0.116 2.423 8.182 0.473
```

Properties
total charge: +1

# 2
The following is a quantum chemistry calculation of C50H45InN5OP2S as an isolated structure at a distorted geometry, from the OMol25 dataset.

Geometry as XYZ:
```
105
Properties=species:S:1:pos:R:3:mulliken_charge:R:1
In -2.896 -1.739 21.150 1.786
C -4.658 -2.608 23.990 -1.294
N -5.394 -1.369 24.065 0.584
C -5.211 -0.224 23.153 -1.262
P -3.457 0.195 22.777 1.145
C -3.496 1.854 22.038 0.165
C -2.220 2.312 21.606 0.090
C -2.054 3.578 21.046 -0.670
C -3.176 4.410 20.978 -0.759
C -4.381 4.014 21.491 -0.765
C -4.583 2.746 21.989 -0.612
C -2.390 0.334 24.223 0.862
C -2.470 1.484 24.991 -1.244
C -1.803 1.530 26.175 -0.698
C -0.980 0.438 26.592 -0.867
C -0.840 -0.633 25.739 -0.886
C -1.581 -0.707 24.567 0.225
C -6.760 -1.502 24.616 -0.417
C -6.870 -1.667 26.000 -0.220
C -8.128 -1.740 26.580 -0.916
C -9.228 -1.527 25.766 -0.444
C -9.141 -1.352 24.403 -1.136
C -7.866 -1.349 23.824 0.609
P -4.448 -3.358 22.297 1.076
C -3.619 -4.940 22.376 0.456
C -2.291 -4.898 22.754 -0.343
C -1.568 -6.107 22.837 -0.723
C -2.205 -7.304 22.504 -0.582
C -3.522 -7.318 22.064 -0.811
C -4.246 -6.141 22.040 -0.963
C -6.068 -3.529 21.529 0.726
C -7.090 -4.282 22.199 -0.410
C -8.336 -4.307 21.694 -0.837
C -8.674 -3.560 20.550 -0.646
C -7.702 -2.795 19.928 -0.769
C -6.347 -2.879 20.343 -0.308
H -5.123 -3.298 24.658 0.977
H -3.645 -2.479 24.340 0.316
H -5.710 0.631 23.612 0.780
H -5.593 -0.336 22.122 0.459
H -1.427 1.605 21.629 0.311
H -1.043 3.898 20.796 0.503
H -3.123 5.374 20.567 0.510
H -5.180 4.710 21.479 0.501
H -5.549 2.454 22.421 0.347
H -3.182 2.239 24.635 0.504
H -1.859 2.431 26.769 0.503
H -0.424 0.465 27.553 0.421
H -0.089 -1.425 25.917 0.468
H -1.514 -1.584 23.950 0.436
H -5.968 -1.774 26.629 0.428
H -8.236 -1.834 27.646 0.453
H -10.172 -1.495 26.302 0.412
H -9.993 -1.087 23.792 0.453
H -7.778 -1.329 22.748 0.391
H -1.806 -3.989 22.966 0.497
H -0.527 -6.186 23.172 0.420
H -1.591 -8.188 22.542 0.438
H -4.058 -8.232 21.814 0.450
H -5.238 -6.106 21.673 0.548
H -6.865 -4.769 23.131 0.587
H -9.096 -4.979 22.085 0.472
H -9.751 -3.591 20.225 0.407
H -7.961 -2.197 19.064 0.494
H -5.552 -2.446 19.711 0.148
N -1.728 -3.639 17.423 0.070
C -1.546 -4.823 18.076 -1.100
C -1.784 -4.588 19.378 -0.249
N -2.154 -3.277 19.528 0.962
C -2.148 -2.724 18.324 -0.085
C -2.564 -1.345 18.185 -0.188
N -2.921 -0.658 19.241 0.907
C -3.328 0.589 18.819 -0.396
C -3.203 0.645 17.503 -1.042
N -2.713 -0.560 17.097 0.020
H -1.473 -3.484 16.455 0.220
H -1.237 -5.695 17.484 0.433
H -1.711 -5.283 20.220 0.180
H -3.558 1.388 19.500 0.205
H -3.445 1.472 16.874 0.493
H -2.562 -0.787 16.116 0.221
O -0.789 -1.728 21.558 -0.814
S 0.266 -0.680 21.128 0.644
C 1.444 -0.578 22.461 0.777
C 1.631 0.742 22.907 -0.493
C 2.411 0.915 24.059 -0.741
C 2.942 -0.198 24.725 -0.636
C 2.585 -1.483 24.341 -0.893
C 1.849 -1.704 23.176 -0.217
C 1.080 -1.396 19.720 0.414
C 1.104 -0.579 18.610 -0.177
C 1.619 -1.043 17.411 -0.968
C 2.106 -2.342 17.372 -0.609
C 2.102 -3.149 18.495 -0.704
C 1.608 -2.717 19.691 -0.446
H 1.211 1.613 22.423 0.478
H 2.621 1.881 24.425 0.523
H 3.582 0.038 25.572 0.449
H 3.056 -2.342 24.837 0.429
H 1.640 -2.731 22.873 0.340
H 0.652 0.429 18.705 0.412
H 1.739 -0.424 16.552 0.546
H 2.584 -2.686 16.433 0.447
H 2.563 -4.110 18.476 0.504
H 1.532 -3.396 20.540 0.312
```

Properties
total charge: +3

# 3
The following is a quantum chemistry calculation of C50H46HfN11O4PS as an isolated structure at a distorted geometry, from the OMol25 dataset.

Geometry as XYZ:
```
114
Properties=species:S:1:pos:R:3:mulliken_charge:R:1
Hf -9.608 1.074 22.826 1.843
C -11.692 2.606 27.012 -0.963
C -10.488 3.130 27.760 0.972
C -10.866 3.987 28.798 -0.737
C -9.971 4.887 29.365 -0.693
C -8.618 4.768 29.050 -0.682
C -8.175 3.861 28.080 -1.018
C -9.096 3.012 27.375 0.408
P -8.507 1.945 26.063 2.399
C -6.696 2.014 26.047 0.357
C -6.098 3.032 25.258 -0.628
C -4.795 2.930 24.796 -0.741
C -3.996 1.842 25.115 -0.883
C -4.475 0.921 26.043 -0.846
C -5.806 1.010 26.559 0.650
C -6.080 -0.054 27.613 -1.152
C -9.211 0.356 26.671 0.993
C -8.993 -0.071 27.962 -0.913
C -9.391 -1.350 28.353 -0.757
C -10.282 -2.089 27.569 -0.866
C -10.616 -1.608 26.314 -0.852
C -10.103 -0.387 25.806 -0.013
C -10.691 0.159 24.581 -0.794
H -12.386 3.440 26.896 0.637
H -12.226 1.826 27.614 0.387
H -11.445 2.199 26.014 -0.625
H -11.922 3.968 29.074 0.507
H -10.327 5.647 30.078 0.409
H -7.850 5.424 29.469 0.427
H -7.084 3.771 27.903 0.309
H -6.692 3.965 25.041 0.476
H -4.433 3.753 24.155 0.419
H -2.980 1.766 24.692 0.450
H -3.848 0.069 26.365 0.342
H -5.109 -0.533 27.828 0.528
H -6.810 -0.829 27.325 0.205
H -6.414 0.377 28.557 0.267
H -8.497 0.604 28.694 0.659
H -9.057 -1.731 29.289 0.534
H -10.734 -3.008 27.926 0.473
H -11.365 -2.176 25.733 0.342
H -11.171 1.132 24.777 -0.285
H -11.451 -0.531 24.183 0.763
C -14.155 0.483 19.806 -0.991
N -12.847 0.200 20.341 0.803
C -11.816 0.966 20.671 -0.611
N -10.910 0.261 21.396 0.054
C -11.460 -0.998 21.468 -0.605
N -12.614 -1.047 20.844 -1.014
C -14.042 1.130 18.492 0.644
C -15.247 1.624 17.997 -0.795
C -15.411 2.038 16.678 -0.770
C -14.313 1.924 15.823 -0.831
C -13.066 1.490 16.303 -0.174
C -12.932 1.071 17.669 0.309
C -11.909 1.342 15.419 0.553
N -11.793 1.474 14.126 -0.472
N -10.476 1.245 13.829 -0.474
C -9.829 1.049 14.956 0.599
O -10.718 1.128 16.042 -0.184
C -8.391 0.847 15.201 0.018
C -7.439 0.782 14.175 -0.789
C -6.102 0.751 14.557 -0.698
C -5.756 0.717 15.914 -0.916
C -6.718 0.788 16.951 0.652
C -6.253 0.716 18.381 -0.879
N -7.296 1.186 19.312 0.808
C -7.398 0.983 20.639 -0.879
N -8.392 1.753 21.176 0.102
C -8.681 2.613 20.105 -0.513
N -7.979 2.352 19.042 -0.709
C -8.036 0.864 16.566 0.056
H -14.727 1.000 20.564 0.498
H -14.634 -0.503 19.652 0.315
H -11.762 1.983 20.392 0.837
H -10.985 -1.828 21.977 0.658
H -16.110 1.581 18.703 0.371
H -16.362 2.368 16.272 0.430
H -14.417 2.188 14.792 0.554
H -11.969 0.632 18.044 0.597
H -7.749 0.792 13.114 0.505
H -5.300 0.708 13.810 0.393
H -4.717 0.617 16.215 0.435
H -5.309 1.281 18.450 0.499
H -5.977 -0.303 18.675 0.322
H -6.883 0.174 21.136 0.729
H -9.326 3.491 20.177 0.553
H -8.813 1.038 17.322 0.523
N -11.790 3.431 23.196 -0.093
C -11.793 4.767 23.481 -0.355
C -10.443 5.193 23.370 -0.886
C -9.698 4.074 23.039 -0.343
N -10.525 2.995 22.886 0.450
H -12.552 2.786 23.104 0.168
H -12.714 5.306 23.691 0.510
H -9.980 6.193 23.359 0.490
H -8.658 4.025 22.821 0.476
N -7.965 -0.702 23.426 -0.411
C -7.389 -1.932 22.759 0.268
C -6.325 -2.519 23.494 -0.725
C -5.976 -3.832 23.262 -0.512
C -6.682 -4.601 22.254 -0.192
C -7.716 -3.960 21.508 -0.990
C -8.041 -2.617 21.736 -0.146
S -6.372 -6.400 21.951 1.168
O -4.959 -6.710 22.305 -0.621
O -6.827 -6.552 20.557 -0.657
O -7.447 -6.785 22.888 -0.632
H -8.375 -1.011 24.311 0.033
H -7.118 -0.151 23.691 0.366
H -5.817 -1.944 24.257 0.430
H -5.317 -4.373 23.961 0.377
H -8.298 -4.543 20.772 0.422
H -8.733 -2.101 21.066 0.586
```

Properties
total charge: +2

# 4
The following is a quantum chemistry calculation of C50H47BN14O8RbS3 as an isolated structure at a distorted geometry, from the OMol25 dataset.

Geometry as XYZ:
```
124
Properties=species:S:1:pos:R:3:mulliken_charge:R:1
Rb -0.432 0.057 0.355 1.078
C -3.934 0.749 3.753 -0.575
C -4.173 2.128 4.047 -0.572
N -2.970 2.797 4.221 -0.994
N -1.981 1.944 4.070 1.121
C -2.510 0.654 3.796 -0.534
B -0.607 2.694 3.993 0.735
N 0.588 1.618 4.132 -0.054
C 1.268 1.178 5.236 -0.220
C 1.543 -0.200 5.120 -1.227
C 0.843 -0.609 3.938 -0.498
N 0.418 0.466 3.283 0.336
N -0.533 3.413 2.660 0.665
C -1.202 4.591 2.374 -0.342
C -0.622 5.123 1.197 -1.101
C 0.293 4.155 0.798 -0.513
N 0.288 3.103 1.631 -0.464
N -0.562 3.758 5.178 0.360
C -0.937 3.594 6.509 -0.318
C -0.138 4.409 7.332 -0.879
C 0.844 4.937 6.446 -0.294
N 0.604 4.538 5.142 -0.970
H -4.632 0.037 3.396 0.513
H -5.101 2.670 4.259 0.397
H -1.837 -0.151 3.520 0.449
H 1.691 1.960 5.919 0.264
H 2.132 -0.850 5.706 0.563
H 0.642 -1.629 3.613 0.483
H -1.953 4.962 3.046 0.475
H -0.834 6.105 0.762 0.368
H 1.027 4.114 -0.008 0.433
H -1.769 2.948 6.822 0.394
H -0.192 4.626 8.357 0.438
H 1.630 5.654 6.630 0.453
O -2.609 2.003 0.498 -0.466
H -2.732 2.099 1.452 0.270
H -3.462 1.650 0.193 0.194
N -1.803 -3.548 -1.836 -0.546
C -1.421 -2.897 -2.715 -1.410
H -2.673 -3.850 -0.175 0.367
O 2.343 1.573 0.001 -0.537
H 3.099 1.133 0.386 0.456
H 1.722 1.875 0.693 0.391
O -4.045 -2.036 2.144 -0.667
S -2.771 -2.248 1.365 0.768
O -1.593 -2.096 2.152 -0.325
O -2.717 -1.385 0.121 -0.733
O -2.795 -3.758 0.766 -0.374
O 3.063 -2.701 3.501 -0.725
C 3.869 -2.060 2.807 -0.142
N 5.197 -2.376 2.629 0.056
C 5.914 -1.425 1.812 2.544
C 4.740 -0.500 1.504 -0.079
O 4.872 0.464 0.714 -1.015
N 3.597 -0.886 2.038 -0.146
C 6.461 -2.173 0.554 -0.114
C 5.436 -2.867 -0.128 -0.536
C 5.708 -3.711 -1.178 -0.471
C 7.039 -4.007 -1.537 -0.566
C 8.016 -3.218 -0.939 -0.541
C 7.720 -2.306 0.034 -0.242
C 7.008 -0.616 2.628 -0.568
C 7.533 -1.218 3.747 -0.159
C 8.184 -0.498 4.718 -0.801
C 8.728 0.753 4.391 -0.445
C 8.349 1.283 3.149 -0.564
C 7.489 0.646 2.264 -0.345
H 5.597 -3.276 2.871 0.250
H 4.389 -2.607 0.074 0.356
H 4.812 -4.124 -1.652 0.382
H 7.220 -4.748 -2.337 0.324
H 9.086 -3.309 -1.197 0.325
H 8.536 -1.752 0.539 0.316
H 7.439 -2.290 3.788 0.332
H 8.371 -1.054 5.627 0.351
H 9.396 1.340 4.997 0.388
H 8.745 2.238 2.828 0.358
H 7.192 1.131 1.358 0.504
S 1.961 -0.392 -7.183 -0.322
C 1.462 -0.354 -5.480 0.516
C 0.382 -1.199 -5.077 -0.602
C 0.129 -1.278 -3.722 0.234
N 0.718 -0.576 -2.812 -0.012
C 1.809 0.157 -3.129 -0.410
C 2.242 0.239 -4.475 -0.495
C 0.467 0.102 -7.894 0.479
C 0.208 -0.417 -9.175 -0.429
C -0.888 0.044 -9.848 -0.220
N -1.703 0.985 -9.441 -0.656
C -1.503 1.395 -8.162 -0.355
C -0.462 0.946 -7.330 -0.097
H -0.269 -1.707 -5.818 0.399
H -0.714 -2.093 -3.355 0.971
H 2.260 0.691 -2.256 0.355
H 3.200 0.841 -4.663 0.264
H 0.890 -1.144 -9.662 0.311
H -1.102 -0.392 -10.813 0.346
H -2.160 2.193 -7.763 0.317
H -0.570 1.357 -6.307 0.333
N -5.005 0.222 -0.336 -0.190
S -6.192 -0.530 -0.936 0.314
C -7.053 0.349 -2.211 0.391
C -8.025 -0.292 -2.937 -0.194
C -8.857 0.464 -3.803 -0.658
C -8.633 1.815 -3.917 -0.228
C -7.598 2.490 -3.235 -0.792
C -6.754 1.709 -2.408 -0.366
C -5.906 -2.160 -1.510 0.278
C -5.685 -3.108 -0.475 -0.157
C -5.457 -4.446 -0.847 -0.649
C -5.022 -4.726 -2.170 -0.257
C -4.981 -3.703 -3.072 -0.818
C -5.480 -2.431 -2.793 -0.085
H -4.158 -0.378 -0.210 0.143
H -7.998 -1.380 -2.982 0.398
H -9.651 -0.115 -4.365 0.310
H -9.284 2.411 -4.591 0.307
H -7.464 3.512 -3.380 0.504
H -5.929 2.112 -1.781 0.458
H -5.776 -2.800 0.614 0.248
H -5.633 -5.212 -0.064 0.322
H -4.777 -5.717 -2.449 0.462
H -4.694 -3.971 -4.082 0.407
H -5.489 -1.702 -3.572 0.537
```

Properties
total charge: -2
spin multiplicity: 2

Let's list calculated total energy in order: -212889.9409, -96642.6697, -98589.1548, -123689.0478 eV.